The following is a quantum chemistry calculation of 2 unconnected molecules or ions with the total composition C4H10NO4 at a distorted geometry, from OMol25.

Calculated values
Electronic energy, eV: -13991.360
Net charge: -1
Lowest unoccupied orbital energy, eV: 3.7
E_HOMO, Ha: -0.1771
Orbital gap, eV: 8.480
Energy relative to the best compared isomer or geometry (same formula, charge and spin), kcal per mole: 26.9

Bonds (Å) are listed after each position.
CARTESIAN COORDINATES (ANGSTROEM)
1 H -0.37 2.03 -1.04  C7 1.129
2 O 3.25 -1.32 2.40  H12 0.991, H15 0.952
3 H 0.69 1.16 -1.92  C7 1.087
4 O 1.48 1.85 -0.22  H6 0.957, C7 1.410
5 C 0.51 -0.67 0.95  O9 1.238, O14 1.252, C19 1.621
6 H 1.42 1.66 0.71  O4 0.957
7 C 0.40 1.22 -0.87  H1 1.129, H3 1.087, O4 1.410, C19 1.498
8 H -3.06 -0.70 -2.04  C17 1.088
9 O 0.63 -1.90 0.87  C5 1.238
10 H -1.31 -1.64 -0.59  N16 1.012
11 H -1.00 0.53 0.51  C19 1.138
12 H 2.55 -0.62 2.41  O2 0.991
13 H -2.29 0.84 -1.67  C17 1.096
14 O 0.86 0.16 1.82  C5 1.252
15 H 2.98 -1.73 1.59  O2 0.952
16 N -1.13 -0.78 -1.09  H10 1.012, C17 1.487, C19 1.440
17 C -2.47 -0.17 -1.29  H8 1.088, H13 1.096, N16 1.487, H18 1.100
18 H -2.85 0.03 -0.28  C17 1.100
19 C -0.30 0.05 -0.25  C5 1.621, C7 1.498, H11 1.138, N16 1.440

Atomic partial charges in e from the Löwdin method, atoms 1 to 6: 0.1041, -0.1076, 0.1075, -0.0733, -0.6434, 0.0475